This record from OMol25 describes C3H4BeO3 as an isolated structure. The level of theory is wB97M-V/def2-TZVPD.

Energy relative to the best compared isomer or geometry (same formula, charge and spin)   1.817 eV
Maximum force   3.6 eV/Å
E_LUMO   -0.17 eV
Net charge   0
Highest occupied orbital energy   -7.56 eV

Positions of all 11 atoms, in Å:
C  2.11  -0.78  -0.51
C  1.22  -0.52  0.49
H  1.79  -1.12  -1.50
H  1.25  -1.24  1.33
H  3.19  -0.87  -0.30
O  -0.79  1.65  0.45
C  -1.61  0.71  0.24
O  -1.20  -0.46  0.00
O  -2.91  0.89  0.35
Be  0.20  0.48  -0.09
H  -3.26  1.28  -0.46

***

This record from OMol25 describes C3H4BeO3 as an isolated structure. The level of theory is wB97M-V/def2-TZVPD.

Multiplicity   2
Energy relative to the best compared isomer or geometry (same formula, charge and spin)   8.587 eV
Maximum force   11.4 eV/Å
E_LUMO (spin up / spin down)   -7.06 / -6.72 eV
Net charge   +1
Highest occupied orbital energy (spin up / spin down)   -12.13 / -14.15 eV

Positions of all 11 atoms, in Å:
O  0.04  -0.53  -2.12
C  -0.30  0.44  -1.50
C  -1.09  0.52  -0.25
H  -1.13  1.56  0.11
H  -1.82  -0.28  -0.07
H  -1.53  0.88  -1.72
Be  1.26  -1.39  -0.52
O  0.39  -0.11  0.20
C  0.68  0.19  1.46
O  1.68  -0.60  1.73
H  1.82  -0.68  2.68

***

This record from OMol25 describes C3H4Br2 as an isolated structure. The level of theory is wB97M-V/def2-TZVPD.

Energy relative to the best compared isomer or geometry (same formula, charge and spin)   1.804 eV
Maximum force   6.5 eV/Å
E_LUMO   0.71 eV
Net charge   0
Highest occupied orbital energy   -9.57 eV

Positions of all 9 atoms, in Å:
C  -0.39  -1.46  -0.34
C  -0.62  -0.16  -0.23
C  0.75  1.18  0.39
Br  -2.31  0.63  -0.07
Br  2.40  0.58  -0.16
H  -1.15  -2.22  -0.58
H  0.54  -1.87  -0.35
H  0.31  2.18  -0.03
H  0.46  1.14  1.37

***

This record from OMol25 describes one molecule with the formula C3H4Br2O. The level of theory is wB97M-V/def2-TZVPD.

Multiplicity   3
Energy relative to the best compared isomer or geometry (same formula, charge and spin)   1.998 eV
Maximum force   5.4 eV/Å
E_LUMO (spin up / spin down)   0.75 / -4.25 eV
Net charge   0
Highest occupied orbital energy (spin up / spin down)   -6.83 / -10.17 eV

Positions of all 10 atoms, in Å:
C  -0.76  -1.88  0.18
C  0.27  -0.90  0.23
C  0.18  0.50  -0.13
O  -0.29  -1.48  1.34
Br  -2.63  -1.38  -0.28
Br  2.47  -1.51  0.13
H  -0.68  -2.94  0.11
H  -0.91  0.85  0.19
H  0.43  0.69  -1.10
H  0.84  1.04  0.55

***

This record from OMol25 describes C3H4Br2S as an isolated structure. The level of theory is wB97M-V/def2-TZVPD.

Multiplicity   3
Energy relative to the best compared isomer or geometry (same formula, charge and spin)   4.899 eV
Maximum force   3.9 eV/Å
E_LUMO (spin up / spin down)   0.19 / -1.81 eV
Net charge   0
Highest occupied orbital energy (spin up / spin down)   -6.93 / -8.72 eV

Positions of all 10 atoms, in Å:
C  0.17  0.16  -0.85
C  -1.97  -0.31  0.24
C  0.93  -0.05  0.22
S  2.69  0.17  0.33
Br  -3.38  1.11  0.13
Br  -2.54  -1.76  -0.71
H  0.46  0.56  -1.82
H  0.49  -0.56  1.11
H  0.16  0.98  -0.08
H  2.98  -0.31  1.44

***

This record from OMol25 describes a 2-piece molecular cluster, C3H4Br3P overall. The level of theory is wB97M-V/def2-TZVPD.

Energy relative to the best compared isomer or geometry (same formula, charge and spin)   2.333 eV
Maximum force   3.0 eV/Å
E_LUMO (spin up / spin down)   -1.10 / -1.31 eV
Net charge   0
Highest occupied orbital energy (spin up / spin down)   -8.75 / -8.92 eV

Positions of all 11 atoms, in Å:
C  -0.32  -0.58  0.67
C  0.94  -0.26  0.45
C  1.65  0.25  -0.68
P  2.52  -1.20  2.51
Br  2.81  1.69  -0.08
Br  3.28  -2.65  0.91
Br  0.89  -2.48  3.49
H  -0.47  -1.14  1.62
H  -1.16  -0.56  -0.03
H  1.00  0.70  -1.42
H  2.47  -0.37  -1.17

***

This record from OMol25 describes C3H4Br4O as an isolated structure. The level of theory is wB97M-V/def2-TZVPD.

Energy relative to the best compared isomer or geometry (same formula, charge and spin)   0.000 eV
Maximum force   3.8 eV/Å
E_LUMO   -0.06 eV
Net charge   0
Highest occupied orbital energy   -10.15 eV

Positions of all 12 atoms, in Å:
C  -1.20  -0.23  0.67
C  -0.24  0.34  -0.30
C  1.28  -0.40  0.04
O  -0.63  0.11  -1.63
Br  0.05  2.20  -0.01
Br  2.53  0.32  -1.16
Br  1.84  0.12  1.92
Br  1.11  -2.29  -0.12
H  -2.03  0.42  0.52
H  -0.93  -0.30  1.75
H  -1.33  -1.20  0.46
H  -0.46  0.92  -2.14

***

This record from OMol25 describes a 2-piece molecular cluster, C3H4BrCl overall. The level of theory is wB97M-V/def2-TZVPD.

Energy relative to the best compared isomer or geometry (same formula, charge and spin)   6.824 eV
Maximum force   4.2 eV/Å
E_LUMO   -1.02 eV
Net charge   0
Highest occupied orbital energy   -8.27 eV

Positions of all 9 atoms, in Å:
C  -3.81  1.06  -0.24
C  -1.18  1.28  -0.16
C  -0.60  0.95  1.18
Cl  -0.47  2.39  -1.06
Br  -4.13  -0.82  0.24
H  -3.90  1.65  0.72
H  -0.16  0.09  0.77
H  -1.15  0.63  2.04
H  0.21  1.59  1.57

***

This record from OMol25 describes a 2-piece molecular cluster, C3H4BrClO overall. The level of theory is wB97M-V/def2-TZVPD.

Energy relative to the best compared isomer or geometry (same formula, charge and spin)   4.944 eV
Maximum force   3.1 eV/Å
E_LUMO (spin up / spin down)   -3.13 / -3.14 eV
Net charge   0
Highest occupied orbital energy (spin up / spin down)   -8.54 / -8.54 eV

Positions of all 10 atoms, in Å:
C  0.87  -0.86  0.03
C  2.30  -0.73  0.19
C  -0.03  0.34  0.04
O  1.62  -1.18  1.25
Cl  2.50  2.75  0.38
Br  3.82  -1.33  -0.57
H  0.69  -1.88  -0.35
H  -0.83  0.41  -0.80
H  0.70  1.11  0.12
H  -0.56  0.19  0.90

***

This record from OMol25 describes one molecule with the formula C3H4BrClO2S. The level of theory is wB97M-V/def2-TZVPD.

Energy relative to the best compared isomer or geometry (same formula, charge and spin)   0.469 eV
Maximum force   4.5 eV/Å
E_LUMO   0.00 eV
Net charge   0
Highest occupied orbital energy   -9.88 eV

Positions of all 12 atoms, in Å:
C  0.33  0.29  0.56
C  -0.61  -0.50  -0.30
C  -0.95  0.01  -1.48
O  1.22  1.23  -0.04
O  2.74  1.84  -1.66
S  2.51  0.75  -0.78
Cl  3.83  1.03  0.90
Br  -2.12  -0.90  -2.67
H  0.96  -0.55  1.02
H  -0.19  0.81  1.52
H  -1.01  -1.42  -0.01
H  -0.70  0.86  -2.09

***

This record from OMol25 describes C3H4BrF as an isolated structure. The level of theory is wB97M-V/def2-TZVPD.

Energy relative to the best compared isomer or geometry (same formula, charge and spin)   2.622 eV
Maximum force   6.3 eV/Å
E_LUMO   0.75 eV
Net charge   0
Highest occupied orbital energy   -9.71 eV

Positions of all 9 atoms, in Å:
C  0.21  0.68  0.31
C  1.10  -0.13  0.72
C  -0.98  -0.21  -1.01
F  -1.39  -1.29  -0.41
Br  1.92  0.34  2.46
H  -0.24  1.55  0.91
H  1.55  -0.88  0.17
H  -0.48  -0.55  -2.01
H  -1.68  0.49  -1.13

***

This record from OMol25 describes one molecule with the formula C3H4BrF. The level of theory is wB97M-V/def2-TZVPD.

Energy relative to the best compared isomer or geometry (same formula, charge and spin)   0.602 eV
Maximum force   5.5 eV/Å
E_LUMO   0.59 eV
Net charge   0
SMILES string   C=C(F)CBr
Highest occupied orbital energy   -9.56 eV

Positions of all 9 atoms, in Å:
C  -0.89  -1.06  -0.78
C  -0.36  0.16  -0.44
C  0.84  0.79  -0.96
F  -1.07  0.93  0.46
Br  2.29  0.10  0.11
H  -1.74  -1.53  -0.50
H  -0.35  -1.63  -1.46
H  1.21  0.59  -1.97
H  0.93  1.85  -0.94

***

This record from OMol25 describes a 2-piece molecular cluster, C3H4BrF3 overall. The level of theory is wB97M-V/def2-TZVPD.

Energy relative to the best compared isomer or geometry (same formula, charge and spin)   1.748 eV
Maximum force   6.2 eV/Å
E_LUMO   0.44 eV
Net charge   0
Highest occupied orbital energy   -9.18 eV

Positions of all 11 atoms, in Å:
C  1.28  -0.08  0.77
C  0.51  -0.01  -0.53
C  -1.64  -0.06  -0.27
F  0.92  -0.92  -1.40
F  -1.62  -0.47  1.00
F  -2.13  -0.98  -1.05
Br  -2.24  1.77  -0.73
H  0.78  -0.59  1.57
H  1.53  0.96  1.02
H  2.14  -0.60  0.57
H  0.46  0.97  -0.96

***

This record from OMol25 describes one molecule with the formula C3H4BrN. The level of theory is wB97M-V/def2-TZVPD.

Energy relative to the best compared isomer or geometry (same formula, charge and spin)   0.444 eV
Maximum force   5.1 eV/Å
E_LUMO   0.56 eV
Net charge   0
SMILES string   C[C@@H](Br)C#N
Highest occupied orbital energy   -10.83 eV

Positions of all 9 atoms, in Å:
C  1.20  -1.92  -0.09
C  -0.14  0.13  0.33
C  1.08  -0.53  -0.35
N  1.27  -3.04  0.16
Br  2.70  0.41  0.02
H  -0.24  1.08  0.03
H  0.07  0.28  1.41
H  -0.89  -0.53  0.16
H  0.86  -0.44  -1.53

***

This record from OMol25 describes one molecule with the formula C3H4BrN3. The level of theory is wB97M-V/def2-TZVPD.

Energy relative to the best compared isomer or geometry (same formula, charge and spin)   0.000 eV
Maximum force   5.7 eV/Å
E_LUMO   0.78 eV
Net charge   0
SMILES string   Cc1nc(Br)n[nH]1
Highest occupied orbital energy   -9.16 eV

Positions of all 11 atoms, in Å:
Br  -1.18  -3.34  0.95
N  -0.15  -0.89  1.75
N  -0.39  -1.04  -0.56
C  -0.56  -1.65  0.76
C  0.01  0.11  -0.28
N  0.26  0.16  1.07
C  0.26  1.24  -1.12
H  0.75  0.86  1.57
H  1.09  0.89  -1.83
H  0.56  2.13  -0.56
H  -0.64  1.53  -1.76

***

This record from OMol25 describes one molecule with the formula C3H4BrNO. The level of theory is wB97M-V/def2-TZVPD.

Energy relative to the best compared isomer or geometry (same formula, charge and spin)   5.939 eV
Maximum force   5.0 eV/Å
E_LUMO (spin up / spin down)   0.14 / 0.15 eV
Net charge   0
Highest occupied orbital energy (spin up / spin down)   -8.18 / -8.05 eV

Positions of all 10 atoms, in Å:
C  -0.33  1.05  0.95
C  -1.18  0.04  1.07
C  0.66  0.07  -1.07
N  0.15  -1.11  -0.66
O  -1.11  -0.93  0.03
Br  2.52  0.24  -1.02
H  0.12  2.00  0.87
H  -1.83  -0.28  1.81
H  0.22  0.58  -2.00
H  0.77  -1.66  0.03

***

This record from OMol25 describes one molecule with the formula C3H4BrNO. The level of theory is wB97M-V/def2-TZVPD.

Energy relative to the best compared isomer or geometry (same formula, charge and spin)   5.368 eV
Maximum force   3.6 eV/Å
E_LUMO (spin up / spin down)   -0.32 / -0.76 eV
Net charge   0
Highest occupied orbital energy (spin up / spin down)   -8.26 / -7.88 eV

Positions of all 10 atoms, in Å:
C  -1.07  -0.77  -0.07
C  -1.51  0.46  0.27
C  1.79  0.30  -0.04
N  0.11  -1.40  -0.31
O  1.32  -0.86  -0.28
Br  3.65  0.45  -0.04
H  -1.87  -1.47  -0.16
H  -0.86  1.38  0.35
H  -2.61  0.67  0.15
H  1.06  1.23  0.12

***

This record from OMol25 describes one molecule with the formula C3H4BrNO. The level of theory is wB97M-V/def2-TZVPD.

Energy relative to the best compared isomer or geometry (same formula, charge and spin)   3.937 eV
Maximum force   3.6 eV/Å
E_LUMO (spin up / spin down)   -0.16 / -0.16 eV
Net charge   0
Highest occupied orbital energy (spin up / spin down)   -7.88 / -7.88 eV

Positions of all 10 atoms, in Å:
C  -0.19  -1.65  0.01
C  1.53  0.10  0.06
C  -0.64  1.53  0.03
N  0.95  -0.96  -0.01
O  2.37  0.88  0.03
Br  -1.83  0.12  0.03
H  -0.59  -2.23  0.98
H  -0.31  -2.06  -1.02
H  -0.84  2.19  0.76
H  -0.44  2.07  -0.87

***

This record from OMol25 describes C3H4BrNO as an isolated structure. The level of theory is wB97M-V/def2-TZVPD.

Energy relative to the best compared isomer or geometry (same formula, charge and spin)   1.458 eV
Maximum force   5.4 eV/Å
E_LUMO   0.56 eV
Net charge   0
Highest occupied orbital energy   -9.91 eV

Positions of all 10 atoms, in Å:
C  0.92  0.20  -0.73
C  0.87  -0.04  0.76
C  -1.15  0.11  -0.19
N  -0.24  0.34  -1.23
O  -0.52  0.07  1.02
Br  -2.11  -1.59  -0.59
H  1.82  0.23  -1.31
H  1.24  -1.04  1.03
H  1.41  0.71  1.33
H  -2.23  1.02  -0.10

***

This record from OMol25 describes one molecule with the formula C3H4BrNO. The level of theory is wB97M-V/def2-TZVPD.

Multiplicity   3
Energy relative to the best compared isomer or geometry (same formula, charge and spin)   1.152 eV
Maximum force   5.2 eV/Å
E_LUMO (spin up / spin down)   0.89 / -2.73 eV
Net charge   0
Highest occupied orbital energy (spin up / spin down)   -5.44 / -9.65 eV

Positions of all 10 atoms, in Å:
C  -0.01  0.01  0.77
C  -1.24  0.06  0.23
C  0.90  -0.18  -0.32
N  0.13  0.17  -1.48
O  -1.27  0.15  -1.05
Br  1.46  -2.36  -0.10
H  0.03  -0.07  1.88
H  -2.18  0.11  0.56
H  1.99  -0.01  -0.21
H  0.32  -0.24  -2.39